This record from the OMol25 dataset describes 4 unconnected molecules or ions with the total composition C3H14O4. The level of theory is ωB97M-V/def2-TZVPD.

Properties
Total charge   +1
Orbital gap (alpha / beta)   9.57 / 3.03 eV
2S+1   2
Energy above the lowest of the compared OMol25 structures with the same formula, charge and spin   315.80 kJ/mol
HOMO (alpha / beta)   -13.418 / -13.418 eV
Total energy   -11515.883 eV
Strongest force on any atom   4.187 eV Å⁻¹

CARTESIAN COORDINATES (ANGSTROEM)
1 C 1.45 -0.56 -0.23
2 C 0.25 -1.33 0.04
3 C 0.42 -2.82 -0.76
4 O -1.02 -0.61 -0.25
5 H 1.79 0.22 0.51
6 H 1.13 -0.02 -1.16
7 H 2.29 -1.21 -0.45
8 H 0.04 -1.63 1.09
9 H 1.39 -3.30 -0.85
10 H 0.35 -2.51 -1.83
11 H -0.34 -3.68 -0.61
12 H -1.72 -1.20 0.01
13 H -1.32 1.40 -0.39
14 H -0.20 2.42 0.11
15 O -0.65 2.10 -0.64
16 H -5.12 3.09 -1.32
17 H -5.62 3.25 -2.78
18 O -5.92 2.93 -1.81
19 H 3.99 1.90 3.80
20 H 4.42 0.43 3.44
21 O 4.38 1.11 4.09